# 1
# C58H104F8N12O20S8

A 10-piece molecular cluster, C58H104F8N12O20S8 overall at a distorted geometry (ωB97M-V/def2-TZVPD, the Open Molecules 2025 dataset).

```
! wB97M-V def2-TZVPD RIJCOSX def2/J DEFGRID3
* xyz 4 1
H -8.67300 -1.75392 4.14443
O -3.29952 0.69613 6.10113
H 2.05818 1.30334 1.86612
H -5.18444 -1.54212 2.13880
S 4.38081 -0.71324 4.37077
C 4.52652 -7.54212 -2.30283
H 2.31644 6.19834 -7.36420
H 0.68492 1.83191 -4.62242
F -0.17499 -2.22250 -4.84448
N 1.88709 4.99563 0.35314
H -4.58009 0.25712 -1.98364
C 4.41904 -8.87995 -0.16146
H 3.00699 0.31009 -0.18826
O 5.10809 -1.73499 3.61221
H 7.13853 1.26255 -2.17929
H 9.38342 -1.43938 3.20279
H 2.68641 7.14309 -4.12631
H -8.71124 4.48332 2.44445
H 1.18990 -1.98506 1.09319
C -5.73113 -3.24326 0.88269
C 6.52100 1.07952 0.52347
C -5.29152 -1.31038 -0.63837
H -2.42963 6.38937 -5.68851
C -4.61943 2.54156 0.57406
C -1.40821 1.35535 -0.28488
H -5.80898 2.90768 4.23942
C 3.02455 -5.15877 1.47015
H 5.11668 -5.51213 3.20473
H -7.61590 -5.93069 4.23450
C 2.13030 7.71528 -4.86890
H 7.03826 -7.78225 0.27151
H 2.13098 -1.03129 2.03379
F 1.81769 6.05130 -1.86117
F 5.63066 -0.18076 5.36194
C -5.10288 1.55209 2.70066
S 2.29607 -1.78936 4.88249
H 3.52473 -4.19458 1.37926
H 2.71895 8.41146 -5.46632
C -3.12107 -1.00538 -3.70165
C 0.12356 1.10359 -4.03718
C 1.05209 6.95676 -5.71693
H 3.72672 -7.55642 2.95682
C -7.24350 -4.94151 4.50082
O 1.01618 -1.81650 -3.01819
C 5.34995 -5.77367 2.17261
C 4.12583 -6.22178 1.34718
C -7.47151 -0.04796 3.65646
C -6.21311 -3.08530 3.21407
O -5.49895 2.54853 1.72978
H -5.03310 3.26559 -0.12790
C 0.14797 4.05364 -5.78298
C 1.00280 1.26153 1.59683
F -2.65923 -0.19917 2.07811
H 3.72715 -9.70912 1.66952
H -7.65492 2.45224 5.92343
C 2.11720 -1.41757 1.01462
C 6.62292 -7.54274 -0.70738
H -1.39738 1.96853 -1.18599
O 0.31675 1.37590 -2.72458
H -9.35862 -0.73694 2.94098
H 7.89611 -2.58356 3.11843
H 6.73934 -0.62247 -0.82138
O 3.96493 0.48749 3.65761
F 1.47899 -2.28510 6.20889
C 1.44612 2.01030 -0.76770
H -7.73436 2.01627 1.79589
H -3.78613 -0.26476 -4.14582
N -3.78976 -0.92985 4.13737
N -0.59401 -3.67413 -3.08002
C -8.79114 -0.70539 3.87107
C 4.52696 3.82068 -1.12468
C -8.06582 3.77064 2.95788
C -6.47924 -4.42311 0.86522
H -8.03955 4.12405 3.98866
H -0.89596 1.10356 -4.42277
C 0.38497 7.91618 -6.67344
C -6.96582 -4.91486 2.03837
H -0.16875 -0.32048 -1.15673
H -6.38607 -5.02016 5.16920
H 6.07108 2.79270 -3.84953
O -0.27071 -3.18121 -0.45581
N -7.43678 1.48492 3.91049
H -1.78706 5.45133 -6.95371
O -2.26622 -1.60914 6.20447
O -1.41002 -1.82070 3.26438
C -4.56603 -0.79386 -1.73535
C 2.12139 -0.31026 -0.05054
H 2.68628 5.39486 -5.96404
H 0.29655 4.97224 -7.82598
S -2.21537 -0.66049 3.58100
N 1.01653 0.75286 0.14287
F 2.45674 4.52155 2.59104
C 6.72545 1.44461 1.88788
H -4.21912 -4.52902 -0.89995
H 5.80122 -4.84892 1.81305
O 1.46050 -3.87052 -4.37980
H 7.94657 -1.28033 4.29330
H 1.49785 3.75590 -7.36460
H -7.58407 -5.79967 2.00268
H 6.98188 -6.55925 -1.01068
S -3.26438 -0.67769 5.58024
C -5.18163 -2.70652 -0.33576
S 1.71277 5.64651 1.70630
H 3.45415 -7.38509 -2.41894
H -0.62624 -0.44793 0.60077
H -7.06112 4.03811 2.63056
H 2.25966 -5.19295 0.69435
H -5.57298 1.22748 4.89117
N -3.83544 -1.61136 -2.52708
C -2.00524 5.40515 -5.88677
C 8.31041 -1.59473 3.31510
H -1.63423 5.08973 -3.15638
H 6.65042 2.46472 2.23450
H -5.24182 0.62433 2.14564
H 5.21837 -9.00841 1.97691
H -2.93013 -3.33754 -2.92284
H 1.17092 8.47006 -7.18685
C 4.19809 4.47353 -3.41318
O 1.39225 -4.79607 -1.48395
H -0.19756 4.18910 -2.99633
O 2.51079 -3.11015 4.31728
O -0.59261 7.24384 -3.94079
H 7.36711 0.81074 3.84444
C -0.71043 5.09345 -5.04222
H 1.72445 8.43230 -4.15526
H -4.04985 1.65106 2.96418
H 2.32533 0.99078 -2.36485
S 0.09367 -4.11897 -1.50917
H 1.85129 2.75852 -2.58757
H 6.92741 -8.34652 -1.37769
S 0.54794 -3.02744 -3.66238
H 0.80781 2.86194 -0.53236
H 4.93060 -9.79561 -0.45807
H 3.46064 -9.00897 -0.66438
C 6.42569 1.99798 -1.83664
H -2.96171 -1.80238 -4.42793
C -1.02166 4.36192 -3.68850
H -9.46833 -0.28314 4.61351
N 3.41340 -1.21699 5.67982
O -1.47840 0.53741 3.89316
F -0.93879 -5.33609 -1.28591
O 1.19215 7.55674 -0.23099
C 5.83391 2.79129 -2.79590
C -3.65784 -2.89989 -2.25552
H -0.42350 7.45630 -7.24176
H 2.13909 -0.68064 -1.07553
C 7.45893 -1.11500 1.12599
S 0.95445 6.14065 -0.44231
H 0.53233 0.21896 -4.52547
H -8.00838 0.77358 5.84232
H -9.17886 1.96443 5.15058
H -6.62922 -0.44841 4.22063
H 2.37579 2.37930 -0.33451
H 4.14777 5.47949 -2.99651
H -7.14173 -0.16953 2.62469
C 1.56516 1.76315 -2.24777
H 4.95321 -6.73082 -2.89261
N 4.88338 3.65539 -2.35475
O 1.30549 -0.85185 4.31626
F -4.58876 -1.36455 6.15367
C -4.35355 -3.50284 -1.20862
C -0.33118 0.20865 -0.21773
H -5.85787 -0.62428 -0.02606
H 3.78077 4.58309 -0.95636
C -5.91913 1.83861 4.05762
H -6.24254 -2.66612 4.20897
H 2.58381 -5.15528 2.46706
C 7.18931 0.55798 2.80960
H 4.56330 3.19719 0.89693
H -3.61978 2.86602 0.86307
H 2.85031 -2.20013 0.81907
H 2.52616 -7.57772 1.66691
C -5.62049 -2.52814 2.07536
H -2.31839 0.75768 -0.23519
O -0.35899 5.86048 -0.86049
C 5.01734 -7.53380 -0.76734
H -9.18566 1.83549 2.78877
C 6.86226 -0.23669 0.17985
H 7.79911 -2.11135 0.88523
H -0.45348 3.17656 -6.02193
H 3.23541 3.99836 -3.60180
H 0.52665 2.24202 1.60003
C -8.18611 2.26894 2.75514
H -2.13890 -0.68932 -3.35017
H 0.48337 0.42573 2.06559
H -2.76567 4.63415 -5.76270
C 1.81326 5.77332 -6.49572
H 0.97571 3.76275 -5.13621
N 7.65677 -0.60807 2.38512
H 4.59708 -8.47944 -2.85469
H -4.62924 1.55253 0.11599
O 2.53635 6.78838 2.13030
C 4.93608 3.02588 -0.10211
N -6.76483 -4.33597 3.20758
C -8.12932 1.70433 5.28807
H -6.65453 -4.99351 -0.03495
H 6.16125 -6.50020 2.21804
O 0.41855 5.49174 2.35912
H -1.52755 3.40619 -3.82545
C 4.31970 -8.84012 1.38348
H -1.55030 1.94076 0.62352
O 4.71767 -5.14898 -0.74731
N 4.40353 -6.34081 -0.12403
H -8.09611 -4.34703 4.82909
H -0.07655 8.74463 -6.13606
C 0.91785 4.60717 -7.00818
C 3.59582 -7.55055 1.87472
H 4.82060 4.55293 -4.30440
C 5.95191 2.06782 -0.44906
N 0.01478 6.33422 -4.71364
*
```

Values from the calculation:
HOMO energy	-15.266	eV
frontier orbital gap	4.52	eV

Here are the Löwdin charges for atoms 1 to 4, given in e: 0.073 -0.273 0.102 0.086

=====

# 2
# H30O15

A 15-piece molecular cluster, H30O15 overall at a distorted geometry (ωB97M-V/def2-TZVPD, the Open Molecules 2025 dataset).

```
! wB97M-V def2-TZVPD RIJCOSX def2/J DEFGRID3
* xyz 1 2
H -1.52374 -4.82846 -0.75193
H 3.68463 2.74934 -1.43911
O -2.03507 1.78099 -3.71300
H -1.39380 -3.51305 -1.60914
H -1.14701 0.43982 3.60968
O -0.61900 4.18097 0.84995
H 0.06322 3.54755 0.78847
H -0.10796 1.59209 -0.31479
H 0.13817 -0.76315 -1.34561
H 3.29550 -0.23930 1.43759
H -2.93524 -1.06052 -0.64789
H -1.67117 -2.53084 -2.86271
H 0.05670 -1.45246 1.74520
H 2.69728 -1.64053 1.45287
H -0.55667 -1.92472 0.60147
H 2.51839 1.57359 -3.31401
H 1.47768 0.78236 2.82828
O 4.53528 2.66095 -0.89266
O 2.51431 -0.77720 1.70844
O 0.96907 -0.31222 -1.18931
O -1.01302 1.31139 -0.27445
H 0.48790 1.77231 3.64464
H 1.20515 -3.85392 0.60414
H 4.33647 1.91569 -0.33288
O 3.36286 2.01081 -3.01840
O -2.54030 -0.68908 -1.40980
H -3.22070 -0.19610 1.58647
H 1.35130 -0.47889 -0.34148
H -2.07509 0.09089 -1.13452
H 3.73939 1.23144 -2.62541
O -0.53450 0.40769 4.32741
H -2.52112 2.33004 -3.06315
H -0.57657 -3.29714 -3.68293
O -3.73897 -0.06369 2.32514
O -1.75655 -3.75374 -0.62707
H 1.92656 -2.64696 -0.23536
H -2.05810 0.75007 -3.45216
H -1.31404 4.01763 1.55807
H -3.88181 -0.75426 2.75262
O 0.88079 1.42858 2.78194
O -0.80875 -2.79026 -2.97440
O 1.61047 -3.05160 0.60070
H -0.20013 -0.40642 4.22118
O -0.84613 -1.69597 1.48287
H -1.63915 1.61281 0.50348
*
```

Values from the calculation:
HOMO energy (alpha / beta)	-13.114 / -13.113	eV
⟨S²⟩	0.76
energy above the lowest of the compared OMol25 structures with the same formula, charge and spin	3.417	eV
frontier orbital gap (alpha / beta)	9.00 / 2.29	eV

Here are the natural (NBO) charges for atoms 1 to 4, given in e: 0.467 0.494 -0.961 0.477